Record 1
The following is a quantum chemistry calculation of C7H25BCl2CoCrN7O22 as an isolated structure, from OMol25.

The geometry in XYZ format:
```
66
C7H25BCl2CoCrN7O22 ωB97M-V/def2-TZVPD
H 1.698 -4.339 0.617
H -1.476 2.587 -3.980
H -1.121 -1.989 5.377
H -6.370 0.422 -0.406
H 1.217 -4.272 2.359
N 2.576 3.247 -2.007
H 0.575 -2.586 4.881
O -0.097 -2.819 -3.990
N -0.401 0.809 -3.651
H 0.188 0.949 -0.232
N -4.303 0.433 -0.699
N 3.268 0.842 1.457
O -1.243 4.437 2.665
C 2.194 -2.974 -4.233
B -0.469 0.010 0.022
O 1.056 -2.100 -2.340
H 2.041 -2.675 -5.263
O -2.382 2.769 1.368
O 2.185 2.209 -1.500
Co 1.446 -0.308 -1.056
O -1.213 -3.682 0.492
C -5.651 0.979 -0.998
O -0.528 0.236 -4.693
H -2.394 1.225 -3.288
N 0.201 -0.598 4.590
O 1.787 -1.825 2.525
C 3.350 1.940 2.473
O -0.396 3.791 0.576
H -5.687 2.035 -0.743
O 1.862 -1.961 0.390
O -2.177 -1.779 1.467
Cl -2.436 -3.170 1.060
H 3.965 2.726 2.039
O 2.321 0.844 0.683
H 0.754 3.559 -3.139
H -1.558 0.369 -0.183
C -1.461 1.780 -3.253
O -2.797 -3.919 2.212
H 2.345 2.278 2.701
H 2.987 -2.439 -3.726
Cr -1.954 0.399 1.623
O -0.493 -0.376 3.616
Cl -1.085 3.366 1.756
H 3.862 1.478 3.307
N 1.788 -2.462 1.505
C 1.711 4.019 -2.922
H 0.359 -1.660 6.374
H 2.983 -4.125 1.753
O -3.461 -3.122 0.059
O 0.432 0.517 -2.796
H -5.819 0.848 -2.060
C -0.047 -1.854 5.389
O -3.958 0.451 0.479
O -0.440 2.216 2.351
H -0.239 -0.965 -0.586
H -1.267 2.133 -2.245
H 2.220 4.129 -3.878
H 2.200 -4.058 -4.169
H 1.597 5.015 -2.503
O 1.081 0.128 4.982
C 1.920 -3.947 1.606
H -0.293 -0.202 1.159
N 0.951 -2.581 -3.473
O 4.114 -0.013 1.511
O -3.693 -0.099 -1.583
O 3.671 3.723 -1.834
```

**Charge**: +1
**E_HOMO (spin up / spin down)**: -12.101 / -12.126 eV
**E**: -5691.27953 Ha
**Spin multiplicity**: 8
**Frontier orbital gap (spin up / spin down)**: 8.5 / 7.9 eV
**Relative energy (zero: lowest compared OMol25 entry of this formula, charge and spin)**: 0.0 kcal per mole

Record 2
The following is a quantum chemistry calculation of a 2-piece molecular cluster, C5H15NO2 overall, from OMol25.

The geometry in XYZ format:
```
23
C5H15NO2 ωB97M-V/def2-TZVPD
C -1.752 -0.357 2.213
O -0.310 -2.393 -0.498
H 3.585 2.159 -5.075
H 1.559 1.151 0.426
H 0.104 1.564 1.649
C 0.752 0.892 0.963
H 1.163 0.151 1.636
H 0.734 -2.069 1.288
H -1.989 -0.905 0.076
H -1.877 -1.237 2.763
H -1.223 0.250 -1.880
C -0.629 0.908 -1.135
C -0.336 -2.146 0.914
H 3.269 1.651 -3.312
H 0.077 -1.633 -0.935
H -1.282 1.631 -0.745
H -0.971 -2.954 1.356
C -1.135 -0.669 0.826
H -2.623 0.194 2.341
H 0.256 1.249 -1.543
O 3.734 2.279 -4.042
N -0.104 0.084 -0.008
H -1.001 0.201 2.721
```

**Charge**: +1
**E_HOMO (spin up / spin down)**: -13.602 / -13.602 eV
**E**: -404.29030 Ha
**Spin multiplicity**: 2
**Frontier orbital gap (spin up / spin down)**: 10.6 / 5.3 eV
**Relative energy (zero: lowest compared OMol25 entry of this formula, charge and spin)**: 105.8 kcal per mole

Record 3
The following is a quantum chemistry calculation of one molecule with the formula C3H3NO2, from OMol25.

The geometry in XYZ format:
```
9
C3H3NO2 ωB97M-V/def2-TZVPD
C 0.770 0.419 -0.034
H -1.176 -1.390 0.168
H -1.066 -0.412 -1.236
O 0.632 1.591 -0.077
C 1.984 -0.380 0.046
H -1.361 1.337 0.299
N 2.742 -1.188 0.334
O -1.692 0.418 0.624
C -0.835 -0.394 -0.125
```

**E_HOMO**: -10.434 eV
**E**: -321.26517 Ha
**Frontier orbital gap**: 9.6 eV
**SMILES string**: N#CC(=O)CO
**Relative energy (zero: lowest compared OMol25 entry of this formula, charge and spin)**: 70.6 kcal per mole

Record 4
The following is a quantum chemistry calculation of C39H47BrN3O6PS2V as an isolated structure, from OMol25.

The geometry in XYZ format:
```
100
C39H47BrN3O6PS2V ωB97M-V/def2-TZVPD
C -3.834 -2.877 -1.174
C 5.632 0.507 -4.216
H -4.193 -0.616 0.373
H 2.670 -2.278 3.520
H 0.733 -1.839 -3.802
C 0.543 -4.161 0.187
H 1.657 2.381 2.657
C 3.711 0.152 -2.867
H 5.629 1.698 -0.227
H -2.608 0.106 0.144
N -0.895 0.812 1.632
H -0.967 -6.022 -1.203
O 1.971 1.577 -2.039
H -1.945 1.333 -1.894
C -2.455 1.526 5.445
H -3.208 4.280 -3.193
H -2.304 1.429 2.987
H -5.011 -0.696 5.639
C -3.187 0.360 5.209
C -0.364 4.625 -0.631
H 4.850 3.979 0.294
H -1.696 -4.926 -2.367
C -0.850 -5.054 -1.692
C -0.286 2.225 -0.142
H -1.585 -4.126 0.089
H -2.683 -0.499 -3.079
C -1.731 -0.806 -3.502
H 1.408 -4.180 -0.470
H 4.010 -1.100 3.359
C -1.264 -2.183 -3.032
H 3.526 -2.103 1.944
H -5.982 1.138 6.965
C 6.004 -0.825 -4.036
C -0.874 3.356 -0.932
C -2.998 2.548 6.205
H -2.639 -2.393 0.539
H 4.424 -0.263 0.676
C 4.094 -1.160 -2.698
C -1.903 3.248 -1.864
C -1.691 0.607 2.612
C 2.979 0.961 1.717
P -1.111 -2.248 -1.196
H -2.069 -2.905 -3.208
C 2.450 0.479 -2.158
H -0.472 6.733 -0.971
O -2.472 2.067 -2.229
H 6.250 1.149 -4.828
C -4.452 0.219 5.786
Br -1.309 -2.243 2.471
C 4.095 0.740 0.909
C 5.237 -1.691 -3.267
V 0.428 -0.488 -0.307
H 0.064 -5.097 -2.281
H 5.517 -2.726 -3.129
N -0.951 2.089 1.108
C -4.997 1.249 6.532
C -4.273 2.417 6.737
H -4.753 -2.879 -0.586
S 2.961 -1.989 -1.662
C -3.334 -0.574 -0.299
H -4.695 3.216 7.331
C 3.213 3.334 1.509
C 4.479 1.015 -3.632
C -1.909 5.637 -2.144
H -2.936 -1.743 4.744
O -0.381 0.906 -0.810
H -1.857 -0.832 -4.585
C -0.876 5.761 -1.218
C -1.933 -0.649 3.287
C -2.672 -0.748 4.403
H 2.890 4.338 1.746
N 1.866 -0.697 -1.599
H 0.693 -3.389 0.942
C -2.413 4.395 -2.469
S 2.013 -0.336 2.383
C 2.527 2.243 2.026
H 0.789 2.376 -0.038
H 4.173 2.043 -3.772
H -1.437 1.613 5.082
H -2.420 3.442 6.399
C -0.042 -2.605 -3.841
H -4.083 -2.485 -2.161
H -3.690 -0.142 -1.232
H 0.497 -5.120 0.705
C 4.318 3.127 0.697
C -0.751 -3.981 -0.605
H -0.358 -2.703 -4.881
C 4.759 1.840 0.399
C 3.186 -1.597 2.847
H -0.976 -0.044 -3.294
H 0.450 4.705 0.081
H -1.869 2.517 1.118
H -3.514 -3.914 -1.282
O 2.358 -3.111 -2.309
H 6.905 -1.193 -4.508
C -2.800 -1.993 -0.469
O 1.378 -1.044 1.101
O 3.533 -2.192 -0.357
H -2.318 6.518 -2.621
H 0.399 -3.544 -3.528
```

**Charge**: +2
**E_HOMO (spin up / spin down)**: -13.010 / -13.010 eV
**E**: -6785.26981 Ha
**Spin multiplicity**: 2
**Frontier orbital gap (spin up / spin down)**: 6.3 / 6.9 eV

E of number 4 (C39H47BrN3O6PS2V)?
-6785.26981 Ha

E of number 4 (C39H47BrN3O6PS2V)?
-6785.26981 Ha

Look up the E of the fourth one.
-6785.26981 Ha

Look up the E of the third one.
-321.26517 Ha